1.
ORCA calculation (ωB97M-V/def2-TZVPD) on the molecule C23H30N2O2.

```
57
Properties=species:S:1:pos:R:3:lowdin_charge:R:1
C -5.849 -2.080 1.103 0.01
C -5.616 -0.806 1.352 -0.17
C -4.274 -0.251 1.728 -0.15
C -3.788 0.661 0.633 -0.15
C -3.975 2.028 0.701 0.00
C -3.565 2.880 -0.319 -0.28
C -2.953 2.319 -1.426 -0.04
C -2.753 0.950 -1.520 -0.02
C -3.170 0.106 -0.501 -0.23
O -3.052 -1.255 -0.488 -0.04
C -2.340 -1.940 -1.484 -0.13
C -0.849 -2.156 -1.153 -0.34
O -0.750 -3.181 -0.196 -0.02
H 0.049 -2.994 0.321 0.08
C -0.153 -0.891 -0.629 -0.13
N 1.126 -1.252 -0.039 -0.19
C 1.584 -0.296 0.955 -0.15
C 2.839 -0.835 1.652 -0.14
N 3.895 -1.080 0.693 -0.10
C 4.797 -0.070 0.380 -0.23
C 5.375 0.684 1.408 -0.03
C 6.320 1.653 1.141 -0.09
C 6.733 1.899 -0.158 -0.11
C 6.184 1.151 -1.184 -0.09
C 5.230 0.185 -0.925 -0.04
H 4.820 -0.364 -1.760 0.09
H 6.494 1.324 -2.205 0.10
H 7.473 2.656 -0.366 0.10
H 6.746 2.216 1.959 0.10
H 5.100 0.495 2.434 0.10
C 3.421 -1.995 -0.320 -0.15
C 2.170 -1.468 -1.029 -0.15
H 1.826 -2.205 -1.757 0.12
H 2.406 -0.531 -1.564 0.13
H 4.215 -2.209 -1.035 0.12
H 3.160 -2.931 0.188 0.13
H 3.161 -0.121 2.407 0.11
H 2.597 -1.783 2.143 0.13
H 0.792 -0.150 1.693 0.13
H 1.819 0.682 0.497 0.14
H -0.772 -0.463 0.163 0.13
H -0.052 -0.146 -1.433 0.13
H -0.364 -2.489 -2.089 0.14
H -2.442 -1.462 -2.464 0.12
H -2.798 -2.932 -1.529 0.14
H -2.271 0.560 -2.403 0.10
H -2.623 2.952 -2.237 0.11
C -3.772 4.360 -0.201 -0.06
H -3.114 4.774 0.563 0.08
H -4.798 4.581 0.087 0.08
H -3.559 4.858 -1.143 0.07
H -4.453 2.446 1.576 0.12
H -3.568 -1.071 1.863 0.12
H -4.360 0.314 2.660 0.12
H -6.408 -0.072 1.264 0.10
H -6.824 -2.438 0.820 0.05
H -5.067 -2.818 1.171 0.06
```

Results
SMILES   C=CCc1cc(C)ccc1OC[C@H](O)CN1CCN(c2ccccc2)CC1
Kohn-Sham gap   8.5 eV
Total charge   0
Relative energy (zero: lowest compared OMol25 entry of this formula, charge and spin)   283.6 kJ/mol
2S+1   1
E_LUMO   0.729 eV



2.
ORCA calculation (ωB97M-V/def2-TZVPD) on a cluster of 11 separate species, C20H42Cl20FNO3S in total.

```
88
Properties=species:S:1:pos:R:3:lowdin_charge:R:1
C 2.331 1.627 -0.337 -0.10
C 1.132 0.847 0.252 -0.25
C 1.361 0.480 1.721 -0.19
C 0.107 -0.017 2.466 -0.17
N 0.102 0.408 3.897 -0.22
C 0.748 -0.576 4.799 -0.19
C 2.283 -0.555 4.657 -0.17
C 2.852 -1.877 4.116 -0.19
C 3.073 -2.949 5.207 -0.15
C 2.448 -4.325 4.917 -0.22
O 2.382 -4.625 3.534 -0.20
C 1.056 -4.747 3.054 -0.11
S -1.391 0.845 4.440 0.60
O -2.044 -0.179 5.181 -0.24
O -2.078 1.589 3.447 -0.26
F -0.912 1.880 5.518 -0.14
H 2.807 1.069 -1.144 0.00
H 3.101 1.785 0.428 0.07
H 2.044 2.616 -0.701 0.07
H 1.015 -0.070 -0.338 0.10
H 0.213 1.430 0.137 0.04
H 1.715 1.372 2.251 0.11
H 2.150 -0.278 1.786 0.11
H -0.779 0.377 1.971 0.08
H 0.061 -1.113 2.437 0.12
H 0.452 -0.356 5.825 0.11
H 0.367 -1.580 4.567 0.12
H 2.739 -0.350 5.632 0.11
H 2.577 0.272 4.008 0.10
H 3.804 -1.685 3.614 0.11
H 2.179 -2.266 3.344 0.09
H 2.634 -2.597 6.149 0.11
H 4.146 -3.047 5.390 0.11
H 3.041 -5.105 5.410 0.12
H 1.446 -4.379 5.363 0.10
H 0.581 -5.646 3.463 0.04
H 1.087 -4.787 1.964 0.09
H 0.445 -3.881 3.352 0.07
C -3.268 1.124 -1.144 -1.01
Cl -2.457 -0.392 -1.573 0.50
Cl -2.356 2.044 0.051 0.56
H -3.358 1.722 -2.043 -0.01
H -4.241 0.892 -0.728 0.03
C -2.419 -6.500 5.097 -1.03
Cl -1.232 -7.567 4.336 0.52
Cl -1.657 -5.256 6.097 0.51
H -2.991 -6.008 4.320 -0.07
H -3.061 -7.103 5.729 0.03
C 4.685 0.120 -3.711 -1.00
Cl 3.220 -0.757 -3.249 0.52
Cl 4.475 1.871 -3.590 0.50
H 5.486 -0.186 -3.048 0.03
H 4.918 -0.118 -4.742 0.02
C 2.948 5.271 -4.647 -1.05
Cl 1.662 6.446 -4.346 0.52
Cl 4.106 5.172 -3.313 0.50
H 2.497 4.297 -4.788 -0.06
H 3.489 5.575 -5.537 0.03
C -5.194 -4.929 2.081 -1.01
Cl -4.584 -6.593 2.047 0.52
Cl -4.346 -3.929 3.268 0.55
H -5.053 -4.494 1.099 0.03
H -6.244 -4.963 2.340 -0.04
C -8.684 -6.706 2.694 -1.02
Cl -9.251 -5.617 3.962 0.52
Cl -8.434 -5.867 1.155 0.53
H -7.735 -7.131 3.004 0.01
H -9.426 -7.481 2.541 0.03
C 0.777 2.884 -8.198 -1.03
Cl -0.389 4.213 -8.213 0.52
Cl 1.826 2.921 -6.771 0.56
H 0.229 1.951 -8.208 -0.04
H 1.402 2.976 -9.078 0.03
C 5.117 8.740 -4.110 -1.05
Cl 4.582 10.379 -3.727 0.51
Cl 6.064 8.673 -5.604 0.50
H 5.736 8.379 -3.297 0.02
H 4.240 8.115 -4.234 -0.03
C -2.274 5.977 -1.799 -1.02
Cl -2.957 4.523 -2.542 0.51
Cl -3.519 7.031 -1.124 0.51
H -1.613 5.666 -0.998 0.02
H -1.734 6.523 -2.563 0.02
C -1.965 1.796 -11.059 -1.01
Cl -0.971 0.645 -10.144 0.53
Cl -3.687 1.448 -10.914 0.52
H -1.778 2.788 -10.665 0.00
H -1.683 1.725 -12.102 0.03
```

Results
SMILES   CCCCN(CCCCCOC)S(=O)(=O)F.ClCCl.ClCCl.ClCCl.ClCCl.ClCCl.ClCCl.ClCCl.ClCCl.ClCCl.ClCCl
Kohn-Sham gap   9.8 eV
Total charge   0
2S+1   1
E_LUMO   0.267 eV



3.
ORCA calculation (ωB97M-V/def2-TZVPD) on a cluster of 6 separate species, C11H5Cl20F6 in total at a distorted geometry.

```
42
Properties=species:S:1:pos:R:3:lowdin_charge:R:1
F 7.063 0.452 2.238 0.03
C 5.859 0.536 1.524 -0.18
F 5.457 -0.624 0.820 -0.04
C 5.051 1.709 1.439 -0.17
F 5.230 2.568 0.311 -0.03
C 3.957 2.133 2.491 -0.13
C 2.548 2.283 1.671 -0.28
C 1.306 1.689 2.432 -0.15
C 0.555 0.564 1.657 -0.51
F 0.599 -0.670 2.344 0.00
F 0.938 0.316 0.328 -0.01
F -0.840 0.889 1.592 -0.03
H 4.254 3.170 2.867 0.08
H 3.874 1.423 3.361 0.11
H 2.399 3.413 1.579 0.00
H 2.742 1.909 0.626 0.06
H 0.551 2.549 2.475 0.03
C 3.280 -1.483 -2.156 -2.01
Cl 4.484 -1.864 -3.408 0.50
Cl 3.217 -2.807 -0.975 0.53
Cl 3.731 0.019 -1.335 0.60
Cl 1.685 -1.285 -2.906 0.49
C 2.313 6.873 3.045 -2.02
Cl 3.889 7.208 2.299 0.51
Cl 2.347 7.375 4.749 0.50
Cl 1.049 7.780 2.187 0.50
Cl 1.968 5.137 2.944 0.61
C -2.396 -2.483 -2.868 -2.00
Cl -1.532 -2.343 -4.414 0.51
Cl -1.666 -1.389 -1.682 0.55
Cl -4.104 -2.048 -3.104 0.45
Cl -2.291 -4.154 -2.280 0.48
C -5.214 -6.355 -0.707 -2.02
Cl -5.334 -4.791 -1.534 0.48
Cl -5.251 -6.101 1.049 0.52
Cl -6.580 -7.386 -1.185 0.51
Cl -3.690 -7.148 -1.157 0.51
C -8.290 -1.412 -3.264 -2.02
Cl -6.713 -1.072 -4.003 0.49
Cl -8.252 -0.948 -1.552 0.53
Cl -9.550 -0.484 -4.102 0.51
Cl -8.644 -3.147 -3.399 0.51
```

Results
Kohn-Sham gap   4.6 eV
Total charge   -1
2S+1   1
E_LUMO   1.386 eV



4.
ORCA calculation (ωB97M-V/def2-TZVPD) on a structure of composition C4H10F8KN4O18S8 at a distorted geometry.

```
53
Properties=species:S:1:pos:R:3:lowdin_charge:R:1
K 0.776 -0.242 0.604 0.80
N 1.663 1.409 2.847 -0.30
S 2.802 2.313 2.368 0.43
O 3.922 2.411 3.290 -0.30
O 2.507 3.367 1.434 -0.26
F 3.461 1.178 1.373 -0.24
S 0.718 2.695 3.476 0.56
O -0.221 3.364 2.622 -0.27
O 1.433 3.431 4.496 -0.31
F -0.266 1.886 4.461 -0.22
N 1.992 -2.625 0.873 -0.33
S 1.120 -4.034 0.560 0.57
O 1.166 -5.190 1.402 -0.27
O 0.564 -4.222 -0.759 -0.27
F -0.170 -3.289 1.248 -0.25
S 3.366 -3.266 0.610 0.42
O 3.777 -3.456 -0.754 -0.28
O 3.871 -4.235 1.559 -0.31
F 4.217 -1.944 0.982 -0.21
N 2.904 3.198 -3.078 -0.27
S 1.591 2.797 -2.137 0.53
O 0.834 3.914 -1.681 -0.26
O 1.661 1.580 -1.370 -0.31
F 0.789 2.354 -3.470 -0.22
S 3.800 3.655 -1.936 0.44
O 4.442 2.592 -1.211 -0.29
O 3.502 4.902 -1.257 -0.30
F 5.054 4.082 -2.939 -0.27
N -1.629 -3.268 -3.126 -0.25
S -3.116 -2.863 -2.402 0.57
O -3.753 -1.591 -2.632 -0.29
O -3.370 -3.602 -1.189 -0.29
F -3.958 -3.775 -3.449 -0.25
S -0.876 -1.991 -2.756 0.42
O -0.775 -1.613 -1.354 -0.35
O -0.918 -0.939 -3.712 -0.28
F 0.650 -2.526 -3.042 -0.21
C -1.949 1.237 -1.281 -0.08
O -1.426 1.450 0.033 -0.23
C -2.478 1.564 0.984 -0.21
C -3.260 0.292 1.259 -0.23
O -2.361 -0.766 1.503 -0.16
C -3.143 -1.925 1.768 -0.10
H -1.039 1.011 -1.831 0.07
H -2.448 2.097 -1.742 0.10
H -2.670 0.419 -1.292 0.07
H -3.102 2.451 0.829 0.13
H -1.904 1.807 1.883 0.10
H -3.935 0.200 0.401 0.12
H -3.848 0.511 2.159 0.12
H -2.404 -2.723 1.829 0.08
H -3.764 -2.169 0.902 0.07
H -3.797 -1.911 2.645 0.08
```

Results
Kohn-Sham gap   8.2 eV
Total charge   -3
Relative energy (zero: lowest compared OMol25 entry of this formula, charge and spin)   280.4 kJ/mol
2S+1   1
E_LUMO   5.533 eV